A cluster of 13 separate species, C22H72N18O13 in total, computed with ωB97M-V with the def2-TZVPD basis set.

Each line ends with the Löwdin charge.
Geometry (Å):
O 7.81 18.88 16.21  -0.117
O 9.42 15.05 17.67  -0.017
O 5.00 13.30 17.99  -0.158
O 13.05 24.78 18.31  -0.024
O 10.44 20.24 16.72  -0.145
O 13.65 21.01 19.20  -0.029
O 7.18 19.67 20.97  0.007
O 13.75 20.76 13.49  0.036
O 12.47 17.06 21.34  -0.010
O 9.12 16.41 22.50  -0.037
O 9.51 19.44 13.55  -0.094
O 14.69 17.63 16.74  -0.004
O 6.98 23.39 18.75  -0.198
N 13.96 17.65 22.99  0.150
N 11.76 17.21 23.48  0.167
N 14.00 15.98 18.14  0.151
N 13.05 20.08 15.59  0.180
N 9.68 23.35 18.33  0.087
N 6.62 16.71 17.95  0.052
N 13.07 22.88 17.08  0.179
N 14.00 18.15 18.87  0.173
N 11.87 21.64 14.47  0.120
N 9.63 13.35 16.18  0.173
N 9.88 15.51 20.48  0.176
N 8.04 16.84 20.58  0.167
N 9.38 19.72 21.51  0.196
N 7.82 20.60 22.96  0.151
N 12.24 24.78 16.17  0.172
N 13.55 22.91 20.49  0.192
N 11.22 15.00 16.28  0.175
N 13.76 20.85 21.45  0.160
C 10.03 14.52 16.73  -0.634
C 7.06 20.12 16.15  -0.250
C 5.93 14.36 18.14  -0.217
C 5.56 15.73 17.62  -0.418
C 12.83 24.20 17.24  -0.664
C 9.23 23.38 19.70  -0.438
C 10.12 24.30 20.54  -0.057
C 14.30 17.29 17.87  -0.665
C 5.28 15.74 16.11  -0.041
C 9.04 16.23 21.27  -0.647
C 10.29 18.43 18.36  -0.051
C 6.45 20.32 17.54  -0.067
C 10.09 17.49 12.43  -0.089
C 10.35 19.97 18.15  -0.231
C 12.72 17.30 22.52  -0.659
C 5.63 23.64 18.97  -0.133
C 3.75 13.64 18.51  -0.129
C 8.07 19.97 21.75  -0.669
C 12.96 20.77 14.41  -0.668
C 10.28 18.98 12.43  -0.299
C 13.63 21.57 20.30  -0.624
C 7.79 23.89 19.80  -0.204
H 8.79 12.93 16.51  0.106
H 9.90 19.42 11.51  0.110
H 9.17 22.61 17.86  0.057
H 11.16 24.24 20.22  0.045
H 6.08 15.16 15.65  0.083
H 9.75 20.36 13.72  0.058
H 14.73 17.59 22.35  0.102
H 10.89 16.80 23.10  0.066
H 9.21 22.43 20.26  0.116
H 13.61 23.26 21.43  0.101
H 3.06 12.79 18.45  0.087
H 5.41 24.73 18.99  0.088
H 11.72 22.21 13.65  0.109
H 9.46 20.48 18.52  0.087
H 9.83 15.61 19.47  0.047
H 11.89 17.48 24.43  0.093
H 5.25 16.77 15.74  0.069
H 3.26 14.43 17.94  0.079
H 12.32 20.17 16.30  0.065
H 11.26 20.40 18.56  0.094
H 7.72 20.98 16.00  0.104
H 13.74 15.73 19.08  0.089
H 13.37 17.82 19.58  0.039
H 10.68 16.90 11.73  0.077
H 3.72 13.86 19.59  0.096
H 11.81 14.45 15.69  0.098
H 6.91 14.01 17.80  0.106
H 7.42 23.60 20.79  0.126
H 10.43 17.13 13.41  0.070
H 12.15 25.78 16.19  0.109
H 8.52 20.44 23.66  0.087
H 9.87 25.34 20.30  0.080
H 9.63 19.19 20.69  0.070
H 5.28 23.34 19.97  0.090
H 10.66 23.06 18.25  0.054
H 11.64 15.83 16.66  0.088
H 10.18 17.85 17.44  0.069
H 6.15 19.42 18.06  0.063
H 6.29 20.11 15.38  0.113
H 13.40 21.13 22.34  0.091
H 7.02 20.91 18.26  0.051
H 5.61 21.01 17.39  0.070
H 4.31 15.31 15.86  0.073
H 10.21 12.95 15.47  0.099
H 5.02 23.22 18.18  0.079
H 7.50 16.27 17.65  0.049
H 11.09 18.08 19.00  0.056
H 7.59 17.63 21.02  0.067
H 10.07 24.22 21.63  0.076
H 13.34 23.56 19.73  0.055
H 9.37 18.21 18.92  0.049
H 12.74 22.40 16.25  0.040
H 10.10 20.07 22.10  0.098
H 13.55 22.23 17.70  0.066
H 9.03 17.23 12.33  0.076
H 14.19 19.96 21.28  0.081
H 13.67 19.28 15.60  0.082
H 14.12 17.68 23.97  0.091
H 4.70 16.14 18.15  0.131
H 13.91 19.14 18.68  0.059
H 11.33 19.28 12.44  0.108
H 14.23 15.29 17.46  0.096
H 6.83 20.55 23.16  0.104
H 7.72 24.99 19.73  0.126
H 7.90 18.59 15.29  0.081
H 7.77 16.53 19.65  0.050
H 11.10 21.22 14.97  0.056
H 6.20 14.51 19.20  0.129
H 9.75 19.68 16.36  0.043
H 10.75 15.18 20.86  0.089
H 6.50 17.49 17.32  0.029
H 12.28 24.26 15.31  0.084

Calculated values
HOMO level = -8.83 eV